[1]
DFT (wB97M-V/def2-TZVPD) results for a structure of composition C27H35AlN8OP.

Geometry (Å):
1 Al 0.014 -0.805 1.207
2 C 2.332 -2.174 2.328
3 C 1.567 -1.498 3.466
4 N 0.111 -1.377 3.143
5 C -0.692 -2.594 3.444
6 C -0.508 -3.648 2.350
7 N -0.302 -3.031 1.003
8 C 0.763 -3.694 0.195
9 C 1.910 -2.707 -0.061
10 N 1.893 -1.664 0.992
11 H 2.176 -3.250 2.345
12 H 3.401 -2.020 2.472
13 H 1.945 -0.491 3.614
14 H 1.717 -2.050 4.394
15 H -0.258 -0.631 3.730
16 H -1.730 -2.290 3.515
17 H -0.399 -3.012 4.406
18 H -1.370 -4.312 2.339
19 H 0.353 -4.271 2.582
20 H -1.169 -3.146 0.494
21 H 0.358 -4.037 -0.755
22 H 1.122 -4.581 0.712
23 H 1.776 -2.199 -1.014
24 H 2.868 -3.226 -0.093
25 H 2.529 -0.931 0.694
26 O -1.724 0.330 1.488
27 N -2.187 -1.013 1.382
28 C -3.004 -1.324 0.449
29 C -3.393 -0.600 -0.753
30 C -4.715 -0.697 -1.193
31 C -5.088 -0.142 -2.403
32 C -4.120 0.443 -3.211
33 C -2.792 0.484 -2.806
34 C -2.405 -0.006 -1.564
35 P -0.622 0.171 -1.116
36 C 0.239 -0.180 -2.666
37 C 0.660 0.795 -3.568
38 C 1.181 0.414 -4.798
39 C 1.267 -0.929 -5.141
40 C 0.851 -1.906 -4.245
41 C 0.343 -1.531 -3.013
42 C -0.547 1.985 -0.888
43 C 0.686 2.631 -0.993
44 C 0.766 4.012 -0.900
45 C -0.378 4.766 -0.671
46 C -1.606 4.132 -0.543
47 C -1.691 2.750 -0.658
48 H -2.337 0.989 1.108
49 H -3.400 -2.333 0.573
50 H -5.452 -1.196 -0.573
51 H -6.119 -0.189 -2.727
52 H -4.399 0.860 -4.171
53 H -2.054 0.918 -3.469
54 H 0.572 1.848 -3.335
55 H 1.501 1.173 -5.500
56 H 1.643 -1.214 -6.115
57 H 0.911 -2.952 -4.517
58 H -0.009 -2.297 -2.326
59 H 1.587 2.056 -1.181
60 H 1.722 4.504 -1.035
61 H -0.318 5.846 -0.611
62 H -2.506 4.713 -0.385
63 H -2.676 2.294 -0.616
64 N 4.195 3.118 2.670
65 C 2.983 3.661 2.572
66 N 2.817 4.949 2.826
67 N 1.903 2.972 2.219
68 C 1.511 1.823 1.925
69 N 0.992 0.811 1.634
70 H 4.989 3.662 2.970
71 H 4.348 2.143 2.494
72 H 3.580 5.547 3.099
73 H 1.892 5.344 2.782

total charge: +3
strongest force on any atom: 0.98 eV Å⁻¹
frontier orbital gap: 8.18 eV

***

[2]
DFT (wB97M-V/def2-TZVPD) results for a cluster of 2 separate species, H4NOPS2 in total.

Geometry (Å):
1 N 1.747 0.754 1.037
2 O -2.675 -0.281 -0.369
3 P 1.498 -0.212 -0.257
4 S 1.677 -2.087 0.105
5 S 0.991 0.910 -1.777
6 H 1.341 1.594 0.779
7 H 1.457 0.334 1.992
8 H -3.394 0.211 -0.773
9 H -2.643 -1.224 -0.736

total charge: 0
strongest force on any atom: 3.87 eV Å⁻¹
frontier orbital gap: 9.04 eV

***

[3]
DFT (wB97M-V/def2-TZVPD) results for a cluster of 2 separate species, C2H10B2N2 in total.

Geometry (Å):
1 B -1.103 1.142 -0.861
2 B 1.815 0.711 1.041
3 C -1.306 -0.398 0.827
4 C -0.478 -1.065 -0.280
5 N -1.978 0.706 0.170
6 N -0.030 0.175 -0.929
7 H -1.181 2.098 -1.593
8 H 1.656 1.774 1.465
9 H 1.880 -0.078 1.892
10 H 2.235 0.295 -0.089
11 H -0.590 -0.200 1.673
12 H -2.157 -0.993 1.188
13 H 0.382 -1.628 0.191
14 H -1.181 -1.665 -0.777
15 H -2.686 1.261 0.623
16 H 0.614 0.022 -1.662

total charge: 0
strongest force on any atom: 3.78 eV Å⁻¹
frontier orbital gap (alpha / beta): 5.13 / 5.34 eV
multiplicity: 3

***

[4]
DFT (wB97M-V/def2-TZVPD) results for a cluster of 2 separate species, C2H9N3S in total.

Geometry (Å):
1 C 0.900 1.145 -1.140
2 C 0.703 -0.230 -0.616
3 N -1.998 0.045 1.742
4 N -1.562 0.449 0.619
5 N 0.361 -0.113 0.757
6 S 0.804 -1.186 1.921
7 H 1.418 1.811 -0.384
8 H 1.497 1.157 -2.016
9 H -0.122 1.659 -1.300
10 H -0.006 -0.842 -1.181
11 H 1.631 -0.872 -0.793
12 H -2.257 -0.874 1.989
13 H -1.876 0.611 2.518
14 H -1.959 0.062 -0.193
15 H 1.014 -2.302 1.316

total charge: 0
strongest force on any atom: 4.00 eV Å⁻¹
frontier orbital gap (alpha / beta): 8.14 / 8.14 eV

***

[5]
DFT (wB97M-V/def2-TZVPD) results for an isolated molecule of C22H33N5O4S2.

Geometry (Å):
1 C 2.837 -4.940 -0.331
2 C 1.978 -3.820 -0.905
3 C 0.832 -4.389 -1.754
4 N -0.154 -3.444 -2.240
5 C -1.004 -2.876 -1.209
6 C -2.185 -2.166 -1.885
7 N -1.713 -1.147 -2.793
8 C -1.805 0.187 -2.628
9 O -1.189 0.990 -3.303
10 C -2.963 0.699 -1.740
11 N -2.654 0.872 -0.327
12 C -3.616 1.379 0.481
13 N -3.479 1.652 1.730
14 C -2.263 1.399 2.253
15 S -1.856 1.699 3.903
16 C -0.231 1.093 3.644
17 C 0.709 1.074 4.789
18 C -0.037 0.699 2.356
19 S 1.443 -0.084 1.705
20 O 2.464 -0.035 2.720
21 O 1.072 -1.380 1.223
22 N 1.816 0.904 0.441
23 C 2.493 0.322 -0.693
24 C 2.251 1.195 -1.919
25 C 2.724 2.625 -1.653
26 C 2.432 3.522 -2.852
27 C 2.034 3.154 -0.393
28 C 2.289 2.219 0.789
29 C -1.192 0.869 1.544
30 C -1.357 0.584 0.138
31 O -0.522 0.145 -0.620
32 C -0.769 -1.671 -3.762
33 C 0.388 -2.375 -3.057
34 H 3.260 -5.548 -1.130
35 H 3.652 -4.527 0.258
36 H 2.243 -5.585 0.312
37 H 1.573 -3.218 -0.089
38 H 2.602 -3.173 -1.526
39 H 0.293 -5.140 -1.170
40 H 1.252 -4.891 -2.633
41 H -1.388 -3.686 -0.585
42 H -0.466 -2.160 -0.571
43 H -2.834 -1.743 -1.119
44 H -2.751 -2.901 -2.469
45 H -3.830 0.040 -1.844
46 H -3.218 1.682 -2.153
47 H -4.579 1.571 0.028
48 H 0.851 2.081 5.179
49 H 1.664 0.668 4.465
50 H 0.309 0.459 5.594
51 H 2.073 -0.675 -0.822
52 H 3.572 0.232 -0.491
53 H 2.784 0.774 -2.774
54 H 1.184 1.198 -2.144
55 H 3.807 2.612 -1.473
56 H 1.369 3.509 -3.078
57 H 2.970 3.169 -3.729
58 H 2.736 4.547 -2.651
59 H 0.959 3.205 -0.575
60 H 2.395 4.155 -0.151
61 H 1.742 2.545 1.677
62 H 3.361 2.196 1.037
63 H -0.406 -0.837 -4.362
64 H -1.301 -2.387 -4.396
65 H 1.062 -2.804 -3.801
66 H 0.933 -1.629 -2.460

total charge: 0
strongest force on any atom: 1.07 eV Å⁻¹
structure (SMILES): CCCN1CCN(C(=O)Cn2cnc3sc(C)c(S(=O)(=O)N4CCC(C)CC4)c3c2=O)CC1
frontier orbital gap: 8.19 eV

***

[6]
DFT (wB97M-V/def2-TZVPD) results for an isolated molecule of C5H8O2.

Geometry (Å):
1 C 0.909 2.363 -0.025
2 C -0.142 1.744 -0.548
3 C 1.283 -1.533 0.382
4 C -0.278 0.294 -0.232
5 C -1.587 -0.414 -0.578
6 O 0.807 -0.333 0.185
7 O -1.651 -1.580 0.341
8 H 1.292 3.375 -0.153
9 H 1.461 1.853 0.777
10 H -0.807 2.146 -1.254
11 H 2.342 -1.457 0.601
12 H 0.746 -2.428 -0.023
13 H -1.699 -0.816 -1.580
14 H -2.450 0.271 -0.548
15 H -1.408 -1.118 1.199

total charge: 0
strongest force on any atom: 4.35 eV Å⁻¹
frontier orbital gap (alpha / beta): 7.16 / 9.87 eV
multiplicity: 3